Below is one molecule with the formula C3H5NO2 in a non-equilibrium geometry, with properties calculated with ωB97M-V/def2-TZVPD.

Each line ends with the natural charge from an NBO analysis.
Positions of all 11 atoms, in Å:
O: 2.755 -0.371 -0.019  -0.6411
C: 1.676 0.080 -0.293  0.9184
N: 0.544 -0.565 0.774  -0.6145
C: -0.722 -0.397 0.571  0.2005
C: -1.168 0.713 -0.228  -0.6172
O: 1.118 0.779 -1.112  -0.6824
H: 0.874 -1.451 1.136  0.4055
H: -0.835 -0.120 -0.974  0.3068
H: -1.457 -1.170 0.781  0.2072
H: -0.573 1.632 -0.164  0.2792
H: -2.210 0.870 -0.472  0.2376

Results
spin multiplicity: 1
energy relative to the best compared isomer or geometry (same formula, charge and spin): 52.78 kcal/mol
F_max: 2.3 eV/A
Kohn-Sham gap: 10.346 eV

=====

Below is one molecule with the formula C9H12NOPS in a non-equilibrium geometry, with properties calculated with ωB97M-V/def2-TZVPD.

Each line ends with the natural charge from an NBO analysis.
Positions of all 25 atoms, in Å:
C: 2.223 -0.076 -0.603  -0.2082
C: 2.506 -0.051 0.774  -0.2236
C: 1.187 0.639 -1.124  -0.2100
C: 1.799 0.718 1.651  -0.2030
C: 0.399 1.346 -0.185  -0.0329
C: 0.671 1.343 1.166  -0.2134
C: -0.795 2.209 -0.539  -0.0826
C: -0.721 -2.145 0.715  -0.4622
C: -1.215 -1.393 -1.448  0.0848
N: -1.206 -1.167 -0.203  -0.4631
O: -1.943 1.353 -0.689  -0.8337
P: -2.353 0.330 0.635  0.9732
S: -4.170 -0.205 0.203  -0.6114
H: 2.740 -0.540 -1.360  0.2062
H: 3.425 -0.691 0.945  0.2189
H: 1.061 0.592 -2.114  0.2043
H: 2.004 0.748 2.652  0.2130
H: -0.799 3.015 0.180  0.1779
H: -0.760 2.642 -1.460  0.1906
H: 0.265 -1.951 1.276  0.2474
H: -1.548 -2.428 1.339  0.2347
H: -0.620 -3.176 0.264  0.1989
H: -1.427 -0.639 -2.061  0.1925
H: 0.164 1.979 1.920  0.2269
H: -0.888 -2.452 -1.935  0.1748

Results
spin multiplicity: 1
energy relative to the best compared isomer or geometry (same formula, charge and spin): 61.88 kcal/mol
F_max: 5.6 eV/A
Kohn-Sham gap: 7.605 eV

=====

Below is a 2-piece molecular cluster, C5H7ClN2 overall in a non-equilibrium geometry, with properties calculated with ωB97M-V/def2-TZVPD.

Each line ends with the natural charge from an NBO analysis.
Positions of all 15 atoms, in Å:
C: 2.549 -1.155 0.237  -0.0985
C: 1.912 -0.127 -0.441  -0.0890
C: 0.467 -1.262 0.717  0.1693
C: -0.582 1.935 -0.607  -0.3821
C: -0.457 0.613 -0.676  -0.0050
N: 1.584 -1.912 0.856  -0.4446
N: 0.579 -0.245 -0.176  -0.3789
Cl: -4.875 0.017 0.796  -0.2831
H: 3.578 -1.502 0.236  0.2156
H: 2.210 0.603 -1.063  0.2055
H: -0.565 -1.564 0.925  0.1853
H: -1.425 2.404 -1.035  0.2154
H: 0.187 2.541 -0.235  0.2032
H: -3.860 -0.345 1.602  0.2838
H: -1.300 0.000 -1.137  0.2030

Results
spin multiplicity: 1
structure (SMILES): C=Cn1ccnc1.Cl
energy relative to the best compared isomer or geometry (same formula, charge and spin): 34.84 kcal/mol
F_max: 3.3 eV/A
Kohn-Sham gap: 9.411 eV